one.
{"formula": "C4H6N2OS", "method": "ωB97M-V/def2-TZVPD", "species": ["C", "C", "H", "H", "C", "S", "H", "O", "N", "C", "H", "H", "H", "N"], "coordinates": [[-2.310, -0.066, -0.723], [0.128, 0.315, -0.443], [0.946, -1.219, 2.065], [3.069, -0.396, 2.157], [-1.073, 0.390, -1.400], [-1.647, -0.999, -2.191], [-2.005, -0.830, 0.092], [2.822, 0.905, 0.478], [0.092, -0.446, 0.617], [2.387, 0.131, 1.347], [0.899, 1.049, -0.734], [-1.137, 1.282, -1.852], [-3.285, 0.367, -0.820], [1.115, -0.483, 1.409]], "orbital_gap_ev": 9.24, "homo_ev": -8.7, "lumo_energy_ev": 0.558}


two.
{"formula": "C4H6N2OS", "method": "ωB97M-V/def2-TZVPD", "species": ["N", "C", "C", "H", "H", "C", "H", "S", "H", "N", "H", "C", "O", "H"], "coordinates": [[-0.172, 1.540, 0.429], [-1.084, 1.597, 1.328], [0.984, -1.456, -1.519], [-1.210, 2.540, 1.839], [-1.882, -0.341, 1.344], [1.060, -0.235, -0.698], [-1.003, 0.015, -0.848], [2.531, -2.231, -1.980], [2.027, 0.092, -0.342], [-1.937, 0.599, 1.730], [3.381, -1.280, -1.509], [-0.089, 0.393, -0.361], [-0.036, -1.976, -1.905], [-2.568, 0.741, 2.491]], "orbital_gap_ev": 9.25, "homo_ev": -9.0, "lumo_energy_ev": 0.231}


three.
{"formula": "C4H6N2OS", "method": "ωB97M-V/def2-TZVPD", "species": ["H", "H", "H", "C", "N", "C", "H", "C", "O", "N", "H", "H", "C", "S"], "coordinates": [[-1.444, -3.371, -0.290], [1.445, -1.023, -0.298], [-2.116, -1.257, 1.107], [-1.075, -1.500, 1.140], [-0.659, 2.738, -0.620], [0.642, 0.814, -0.464], [1.343, 2.875, -1.098], [0.548, 2.231, -0.904], [-1.352, 1.727, -0.059], [1.652, -0.046, -0.331], [2.592, 0.115, -0.551], [-0.549, -1.046, 1.924], [-0.603, 0.598, -0.002], [-0.425, -2.856, 0.445]], "orbital_gap_ev": [7.24, 7.23], "homo_ev": [-7.7, -7.6], "lumo_energy_ev": [-0.413, -0.415]}


The relative energies come out as one 53.3; two 0.0; three 118.0, with values in kcal/mol.


one.
{"formula": "C4H6N2OS", "method": "ωB97M-V/def2-TZVPD", "species": ["N", "H", "S", "C", "C", "C", "H", "H", "H", "O", "H", "H", "C", "N"], "coordinates": [[-0.229, 1.898, -0.299], [1.756, -2.195, -0.664], [-2.774, 0.082, 0.764], [-1.837, -0.403, -0.484], [0.405, -0.528, -0.084], [0.435, 0.977, 0.419], [-1.136, 1.405, -0.830], [-2.232, -0.388, -1.565], [2.518, -0.687, 0.028], [1.111, 1.185, 1.382], [1.669, -1.549, 1.258], [-0.623, 2.573, 0.281], [1.667, -1.338, 0.105], [-0.730, -1.032, -0.312]], "orbital_gap_ev": 8.68, "homo_ev": -9.0, "lumo_energy_ev": -0.311}


two.
{"formula": "C4H6N2OS", "method": "ωB97M-V/def2-TZVPD", "species": ["H", "N", "H", "H", "H", "N", "O", "C", "C", "H", "C", "H", "S", "C"], "coordinates": [[1.542, -2.600, -0.158], [-2.936, -0.518, -0.878], [-2.423, -0.775, -1.710], [-0.178, 0.666, -1.172], [-0.732, 2.006, -0.068], [-0.297, -2.182, 0.057], [-2.566, 0.012, 1.492], [-0.474, 0.963, -0.203], [1.358, -0.453, 0.697], [2.213, -0.703, 1.301], [0.827, -1.753, 0.095], [1.097, 1.695, 1.315], [-1.912, -0.284, 0.236], [0.663, 0.715, 0.702]], "orbital_gap_ev": [8.04, 7.80], "homo_ev": [-9.2, -8.4], "lumo_energy_ev": [-1.167, -0.634]}


The relative energies come out as one 0.0; two 89.5, with values in kcal/mol.


one.
{"formula": "C4H6N2OS", "method": "ωB97M-V/def2-TZVPD", "species": ["H", "C", "C", "H", "S", "H", "N", "H", "O", "C", "H", "H", "C", "N"], "coordinates": [[1.145, 0.314, -2.180], [1.230, 1.180, -0.229], [0.200, -1.126, -0.781], [1.188, 0.972, 0.870], [-1.497, 0.506, 1.137], [1.306, 3.387, -0.023], [-0.600, -1.014, 1.578], [0.503, -2.534, 0.978], [-0.212, -1.828, -1.663], [-0.005, -1.660, 0.622], [1.457, 2.798, -1.516], [-1.661, 0.329, -0.342], [0.892, 0.204, -1.149], [1.715, 2.396, -0.642]], "orbital_gap_ev": 8.64, "homo_ev": -8.7, "lumo_energy_ev": -0.042}


two.
{"formula": "C4H6N2OS", "method": "ωB97M-V/def2-TZVPD", "species": ["H", "H", "H", "C", "O", "H", "N", "N", "C", "S", "C", "H", "H", "C"], "coordinates": [[-3.295, -1.405, 0.454], [1.457, -2.018, 0.759], [-1.706, 2.045, 0.977], [0.846, -1.393, -0.031], [-2.751, -0.619, -0.176], [-2.083, 2.084, -0.777], [-1.535, -1.253, 0.129], [1.176, 1.169, -0.025], [-0.435, -0.655, 0.081], [2.258, -0.111, -0.010], [-0.162, 0.896, -0.066], [0.989, -2.020, -0.837], [-0.698, 2.960, 0.238], [-1.294, 2.096, 0.021]], "orbital_gap_ev": 8.67, "homo_ev": -8.3, "lumo_energy_ev": 0.362}


three.
{"formula": "C4H6N2OS", "method": "ωB97M-V/def2-TZVPD", "species": ["N", "H", "H", "N", "C", "H", "C", "S", "H", "O", "H", "C", "C", "H"], "coordinates": [[-0.409, 0.469, -0.567], [2.236, -1.045, -1.692], [-2.388, 0.152, 1.446], [-1.673, 0.512, 2.053], [-0.491, -0.257, 1.795], [0.405, 0.079, 2.312], [0.037, -0.235, 0.401], [0.144, 1.013, -3.142], [-0.563, -1.292, 2.010], [1.143, -0.929, 0.135], [-1.466, 1.482, 1.814], [0.426, 0.239, -1.599], [1.382, -0.641, -1.189], [1.217, 0.453, -3.778]], "orbital_gap_ev": 9.26, "homo_ev": -8.5, "lumo_energy_ev": 0.776}


The relative energies come out as one 62.7; two 94.0; three 0.0, with values in kcal/mol.


one.
{"formula": "C9H14", "method": "ωB97M-V/def2-TZVPD", "species": ["H", "H", "C", "C", "C", "C", "H", "H", "C", "H", "H", "H", "H", "C", "H", "C", "H", "C", "C", "H", "H", "H", "H"], "coordinates": [[-1.752, 1.864, 1.568], [3.599, 0.457, -0.003], [-1.326, 1.808, -0.446], [-1.191, -0.981, -0.204], [-1.156, -2.415, -0.009], [-1.675, 1.184, 0.704], [-2.341, -2.689, 0.006], [-0.394, 1.361, -2.422], [2.821, -0.052, 0.642], [-0.721, -2.523, 1.059], [1.625, 1.000, -0.672], [-2.219, -0.753, 1.502], [-0.543, -2.826, -0.760], [1.548, 0.787, 0.346], [1.700, 1.808, 0.848], [-0.697, 1.100, -1.464], [2.788, -1.055, 0.232], [-1.805, -0.237, 0.722], [-0.596, -0.304, -1.270], [0.651, 0.274, 0.399], [2.982, 0.048, 1.801], [0.134, -0.770, -1.968], [-1.432, 2.913, -0.610]], "orbital_gap_ev": 9.89, "homo_ev": -8.9, "lumo_energy_ev": 0.965}


two.
{"formula": "C9H14", "method": "ωB97M-V/def2-TZVPD", "species": ["H", "H", "H", "C", "C", "H", "H", "H", "H", "C", "C", "H", "C", "C", "C", "H", "H", "H", "C", "H", "C", "H", "H"], "coordinates": [[-2.486, -1.054, 2.043], [-0.756, 3.575, -0.466], [1.426, -0.083, -0.492], [-2.644, -0.009, 1.793], [0.460, 1.821, -0.490], [-0.459, -1.212, 0.727], [3.121, -1.621, -2.170], [3.042, -3.335, -2.491], [-2.558, 0.529, 2.738], [-1.741, 1.885, 0.449], [0.542, 0.466, -0.207], [1.798, -3.804, -0.571], [-0.704, 2.523, -0.222], [-1.644, 0.546, 0.814], [-0.487, -0.159, 0.472], [1.325, 2.359, -0.857], [1.243, -2.135, -0.936], [-2.698, 2.370, 0.567], [3.164, -2.601, -1.693], [2.451, -2.445, 0.349], [2.073, -2.753, -0.613], [4.188, -2.735, -1.340], [-3.669, 0.109, 1.434]], "orbital_gap_ev": 10.04, "homo_ev": -9.0, "lumo_energy_ev": 1.053}


three.
{"formula": "C9H14", "method": "ωB97M-V/def2-TZVPD", "species": ["C", "H", "C", "H", "H", "C", "H", "H", "H", "H", "H", "H", "C", "C", "H", "C", "H", "C", "H", "H", "C", "H", "C"], "coordinates": [[0.768, -0.579, 3.335], [-1.322, -1.986, -2.401], [1.056, -0.114, -0.671], [-0.543, 2.100, -4.121], [0.263, 0.359, 3.603], [-0.811, -1.091, -1.930], [1.708, -0.199, 0.205], [1.880, -0.475, 3.610], [1.679, 1.790, -1.095], [0.387, -2.189, -0.662], [-1.569, 2.916, -2.974], [0.022, -2.663, 3.631], [-0.465, 2.402, -3.024], [-0.197, -1.595, 3.952], [0.360, 3.213, -2.642], [-0.269, 1.331, -2.106], [-1.112, -1.450, 3.466], [0.290, -1.262, -1.044], [-2.091, 0.246, -2.883], [-0.341, -1.396, 5.077], [-1.156, 0.219, -2.326], [0.617, -0.732, 2.291], [0.847, 1.156, -1.292]], "orbital_gap_ev": 9.74, "homo_ev": -8.7, "lumo_energy_ev": 1.003}


The relative energies come out as one 52.6; two 0.0; three 47.8, with values in kcal/mol.